Record 1
Here is a molecular structure, C16H41BeFNO16P4 from OMol25. Energies are from ωB97M-V/def2-TZVPD.

Cartesian coordinates (Å):
Be 1.10327 0.70014 1.94900
F 1.16605 -1.34571 -0.75673
C -5.17213 0.76786 3.52089
O -5.16501 1.73951 2.44294
P -4.21391 1.69966 1.21372
O -2.76300 1.57711 1.56300
O -4.63949 3.02203 0.36121
C -5.94378 3.23863 -0.22758
O -4.79740 0.46228 0.36971
C -3.95896 0.00091 -0.64796
H -5.20267 1.43787 4.38011
H -4.19407 0.28706 3.53852
H -6.07480 0.15699 3.50972
H -6.02532 3.92905 -1.06708
H -6.58000 3.68459 0.53691
H -6.53684 2.33765 -0.38451
H -3.99784 -1.08385 -0.54849
H -2.89809 0.22652 -0.53953
H -4.20532 0.10498 -1.70464
C 7.57532 0.82887 -2.20194
O 6.51366 1.22987 -1.31485
P 5.91130 0.27746 -0.19224
O 4.70943 0.73114 0.51329
O 5.77159 -1.21119 -0.88109
C 5.28265 -2.36968 -0.09115
O 7.23383 0.03467 0.77193
C 7.80099 1.12797 1.54057
H 7.59911 1.55304 -3.01625
H 7.01184 0.00206 -2.63436
H 8.49257 0.40305 -1.79521
H 6.12988 -3.04208 0.04366
H 4.60616 -3.04600 -0.61368
H 4.84776 -2.12465 0.87784
H 7.60967 2.05673 1.00307
H 8.87211 0.93746 1.60771
H 7.44393 1.20827 2.56730
C -1.79729 6.60458 -1.55088
O -1.26540 5.72055 -0.70198
P 0.19300 5.05537 -1.19615
O 0.71301 4.14591 -0.12923
O -0.10178 4.49848 -2.74386
C 0.78713 3.43970 -3.24225
O 1.11737 6.40529 -1.37296
C 1.54067 7.24825 -0.32160
H -1.09483 7.43196 -1.65139
H -2.71769 6.98760 -1.11013
H -2.16866 6.38542 -2.55195
H 1.81095 3.56087 -2.88841
H 0.70443 3.59854 -4.31744
H 0.56759 2.39244 -3.03452
H 2.30353 7.96003 -0.63707
H 2.00928 6.73173 0.51608
H 0.66916 7.88315 -0.16200
C -1.21868 -4.68353 1.54896
O -1.29572 -4.96423 2.97581
P -1.47270 -3.74574 4.00985
O -0.56538 -2.53005 3.61950
O -3.00077 -3.42172 3.98683
C -4.01668 -4.34997 4.15703
O -1.25785 -4.34395 5.55761
C -0.45691 -5.45827 5.76462
H -1.86535 -3.81157 1.45103
H -1.57055 -5.53479 0.96617
H -0.22585 -4.45132 1.16364
H -4.65378 -4.21992 3.28222
H -4.48535 -4.05764 5.09670
H -3.63686 -5.36675 4.05698
H 0.25173 -5.65878 4.96106
H -1.05289 -6.33038 6.03356
H 0.18806 -5.29466 6.62795
N -0.31117 -3.38045 -4.18865
C -0.88379 -4.62465 -4.30044
C -0.99787 -4.95485 -5.65744
C -0.72427 -3.81732 -6.39794
C -0.27183 -2.90790 -5.43606
H 0.04444 -2.92508 -3.36024
H -0.99953 -5.21851 -3.40582
H -1.32099 -5.92124 -6.01533
H -0.89163 -3.69967 -7.45839
H 0.10936 -1.91757 -5.63695

## Properties
Charge   +1
HOMO energy   -10.51 eV
M   655.40 g/mol
Orbital gap   0.0695 Eh

Record 2
Here is a molecular structure, C16H41N5O12V from OMol25. Energies are from ωB97M-V/def2-TZVPD.

Cartesian coordinates (Å):
O 27.60815 -11.86023 6.73074
V 28.19068 -12.45797 5.37101
N 29.10081 -9.65353 4.66867
O 29.38826 -8.65564 4.02581
O 29.12241 -9.69568 5.82644
O 28.68793 -10.60534 4.15523
N 31.46449 -12.34913 5.74740
O 31.79873 -13.06446 4.77770
O 30.31019 -12.39116 6.15338
O 32.17277 -11.55294 6.29026
C 25.14600 -10.14575 8.37974
O 25.89205 -9.02185 8.89156
C 25.53774 -8.88238 10.31658
C 25.75357 -7.47599 10.99785
N 24.59784 -6.58372 10.74678
C 24.62797 -5.28399 11.49402
C 23.73998 -4.12987 11.10751
O 24.32297 -3.43589 9.99831
C 23.61436 -2.35687 9.39425
H 25.39317 -10.16838 7.31837
H 24.07913 -9.99814 8.54733
H 25.39476 -11.10162 8.84075
H 25.99863 -9.56929 11.02640
H 24.48202 -9.13832 10.40630
H 26.58593 -6.95177 10.52829
H 25.90975 -7.50825 12.07612
H 24.60937 -6.50087 9.74025
H 25.61364 -4.81863 11.49545
H 24.48875 -5.61734 12.52242
H 23.69023 -3.44424 11.95341
H 22.70433 -4.38339 10.88111
H 24.11498 -2.16891 8.44443
H 23.76544 -1.49362 10.04240
H 22.59208 -2.57891 9.08809
C 27.65588 -14.90263 7.62094
O 28.21124 -14.44404 6.30438
C 28.75767 -15.52010 5.54253
C 28.66896 -15.22430 4.04734
N 29.10301 -13.77092 3.86471
C 29.10345 -13.42560 2.39589
C 27.97191 -14.11516 1.59306
O 26.64374 -13.72833 1.90445
C 25.67515 -14.38720 1.08008
H 28.09117 -15.76565 8.12475
H 26.58497 -14.96545 7.42783
H 27.71170 -14.12477 8.38248
H 28.44788 -16.54954 5.72246
H 29.82860 -15.53557 5.74491
H 27.62627 -15.27899 3.73442
H 29.35903 -15.88782 3.52615
H 30.06992 -13.65444 4.13232
H 30.07010 -13.87072 2.16020
H 29.19027 -12.35756 2.19625
H 28.15536 -15.18702 1.51851
H 28.19622 -13.70174 0.60977
H 25.72121 -14.03274 0.05036
H 24.63265 -14.22200 1.35213
H 25.79266 -15.45222 0.88001
C 24.80202 -11.40557 3.07127
C 25.33568 -11.75076 4.48148
C 24.22762 -12.23812 5.49809
O 24.96214 -12.63323 6.63694
C 24.13269 -13.27334 7.60562
N 26.30758 -12.77370 4.35527
H 23.88685 -10.84808 3.27069
H 24.44274 -12.29197 2.54847
H 25.42014 -10.69272 2.52550
H 25.79843 -10.90660 4.99271
H 23.59348 -13.03861 5.11705
H 23.51222 -11.47092 5.79426
H 23.65692 -14.19845 7.28019
H 23.33491 -12.61315 7.94592
H 24.71626 -13.55379 8.48248
H 25.79315 -13.63629 4.46198
H 26.29328 -12.87334 3.35030

## Properties
Charge   +1
<S²>   2.04
HOMO energy (spin up / spin down)   -9.82 / -9.82 eV
M   546.47 g/mol
Spin multiplicity   3
Orbital gap (spin up / spin down)   0.2730 / 0.0772 Eh
Energy above the lowest of the compared OMol25 structures with the same formula, charge and spin   0.386 eV

Record 3
Here is a molecular structure, C16H42Br2N11O23P from OMol25. Energies are from ωB97M-V/def2-TZVPD.

Cartesian coordinates (Å):
C -4.10109 -0.35964 -4.05945
C -3.09627 -1.21122 -5.01733
C -2.41692 -2.54684 -4.38935
Br -0.61212 -2.70705 -5.34463
C -2.04978 -2.54822 -2.81474
C -1.28318 -1.14247 -2.32466
O -3.09811 -2.78511 -1.84447
C -4.26249 -3.50783 -2.33224
O -4.30813 -4.71172 -2.90687
Br -6.08432 -2.62920 -2.05714
P -0.67193 -3.91391 -2.60181
N -1.38124 -5.54962 -2.58619
O 0.10579 -3.76676 -1.03230
H -5.20359 -0.30157 -4.51520
H -3.71787 0.77148 -4.09333
H -4.10387 -0.64814 -2.92652
H -3.74302 -1.56350 -5.95750
H -2.23022 -0.54261 -5.49391
H -3.01002 -3.47496 -4.79890
H -2.02468 -0.23613 -2.21772
H -0.31769 -0.91284 -2.94417
H -0.92519 -1.38146 -1.21063
H -0.56363 -6.19464 -2.38125
H -2.03571 -5.63560 -1.75779
H -0.55327 -3.43651 -0.34884
C -1.21559 -4.33355 3.42363
N -1.83219 -3.23475 2.63239
O -1.54729 -3.17385 1.43056
O -2.58477 -2.46438 3.23993
H -0.58084 -4.93011 2.76499
H -0.62348 -3.87509 4.21833
H -2.02616 -4.94067 3.83180
C -0.44836 -0.11386 5.32368
N -0.16747 -1.22646 6.27069
O -0.71086 -2.31386 6.04362
O 0.59051 -0.97697 7.21524
H -1.12628 -0.47372 4.54681
H -0.90980 0.69525 5.89356
H 0.50395 0.19828 4.89021
C -0.52019 3.04446 -3.21150
N -1.95017 2.63492 -3.24346
O -2.47265 2.31889 -2.16809
O -2.50789 2.64220 -4.34703
H -0.16026 2.99107 -2.18184
H 0.03458 2.35406 -3.85018
H -0.46201 4.06781 -3.58780
C -8.47443 0.70859 -3.72897
N -8.02471 1.64012 -4.79837
O -6.83805 1.57816 -5.14084
O -8.87546 2.40723 -5.26390
H -7.62678 0.09611 -3.41439
H -8.84216 1.31399 -2.89794
H -9.26688 0.08467 -4.14725
C -7.11422 4.76119 -6.05043
N -6.66449 5.69272 -7.11983
O -5.47784 5.63075 -7.46229
O -7.51525 6.45983 -7.58536
H -6.26657 4.14871 -5.73585
H -7.48195 5.36658 -5.21940
H -7.90667 4.13726 -6.46871
C 2.23358 2.21517 0.71026
N 1.28170 2.75053 -0.30015
O 1.76456 3.27870 -1.30869
O 0.07672 2.62551 -0.05248
H 3.25380 2.39308 0.36372
H 2.04796 2.74124 1.64895
H 2.04117 1.14499 0.80973
C 5.77342 0.19264 2.68679
N 5.15682 1.29144 1.89555
O 5.44172 1.35234 0.69373
O 4.40424 2.06182 2.50310
H 6.40817 -0.40392 2.02815
H 6.36553 0.65110 3.48150
H 4.96285 -0.41448 3.09497
C 7.99259 0.42616 -2.43777
N 8.15609 0.16378 -0.98242
O 9.13558 0.67010 -0.42250
O 7.29667 -0.54297 -0.44311
H 8.81590 1.05805 -2.77759
H 8.00954 -0.53790 -2.95027
H 7.03525 0.93277 -2.57577
C 9.48521 0.12254 6.23212
N 8.20660 -0.12856 5.51398
O 8.28004 -0.62852 4.38531
O 7.16530 0.18323 6.10344
H 10.31509 -0.19782 5.59865
H 9.54508 1.19411 6.43336
H 9.46182 -0.45505 7.15843
C 2.25087 0.40958 9.05488
N 3.19552 0.73789 10.15646
O 2.82202 0.50217 11.31153
O 4.28528 1.22293 9.83068
H 1.33768 -0.00722 9.48494
H 2.03631 1.33583 8.51787
H 2.74056 -0.32075 8.40755

## Properties
Charge   0
HOMO energy   -7.79 eV
M   947.35 g/mol
Orbital gap   0.2577 Eh

Record 4
Here is a molecular structure, C16H42BrClGaNO5P from OMol25. Energies are from ωB97M-V/def2-TZVPD.

Cartesian coordinates (Å):
N 2.59014 1.92896 1.68695
C 1.47110 1.15923 2.25610
C 1.96992 -0.10499 3.01967
C 2.38147 -1.27473 2.07087
C 3.86001 -1.21432 1.54338
Ga 4.03019 -0.69164 -0.44183
O 5.28956 -1.86990 -1.25879
Cl 4.90342 1.39188 -0.68306
P 1.98139 -1.01493 -1.56203
O 1.82585 -2.72505 -1.76910
Br 2.13641 -0.04157 -3.61041
H 2.58326 2.88175 2.02968
H 2.47344 2.01469 0.68289
H 0.92553 1.78766 2.99607
H 0.73056 0.83424 1.49894
H 2.74330 0.14673 3.76662
H 1.08596 -0.47556 3.59031
H 2.30108 -2.19710 2.68873
H 1.62075 -1.35849 1.27322
H 4.53254 -0.60662 2.17359
H 4.25282 -2.25511 1.59778
H 4.92830 -2.75194 -1.20077
H 1.29889 -2.97741 -1.01138
C 5.52857 3.43001 -7.54942
C 4.31203 3.13613 -6.68680
O 4.16499 1.77041 -6.35719
C 5.23609 1.18543 -5.62622
C 5.49659 1.85154 -4.28800
H 5.48941 2.84966 -8.47412
H 5.56669 4.49197 -7.80226
H 6.45938 3.17518 -7.04119
H 3.41130 3.41388 -7.23762
H 4.32102 3.74718 -5.77818
H 6.14468 1.16524 -6.24057
H 4.95640 0.14522 -5.45446
H 5.78836 2.89872 -4.40108
H 6.29788 1.33631 -3.75748
H 4.59970 1.82626 -3.66923
C -1.66348 -4.61529 0.77277
C -1.39150 -4.12532 2.18536
O -1.09360 -2.74455 2.26118
C -2.09750 -1.85758 1.79714
C -3.41330 -1.97523 2.54681
H -0.80962 -4.40597 0.12545
H -1.84743 -5.69147 0.77380
H -2.53520 -4.12911 0.33245
H -0.51680 -4.64554 2.57873
H -2.22554 -4.37175 2.85212
H -2.24744 -1.98662 0.72007
H -1.69841 -0.85139 1.93425
H -3.86078 -2.96527 2.43717
H -4.12917 -1.24046 2.17226
H -3.26054 -1.80085 3.61425
C -8.46451 0.06874 2.73728
C -7.04329 0.14680 3.26917
O -6.12755 0.73579 2.36358
C -6.40124 2.07019 1.97212
C -6.43429 3.05201 3.13046
H -8.49029 -0.49118 1.80024
H -9.11289 -0.42811 3.46128
H -8.88201 1.05734 2.54037
H -6.67782 -0.86444 3.45401
H -7.01402 0.66801 4.23184
H -7.33188 2.11236 1.39576
H -5.60092 2.35442 1.28748
H -7.22455 2.81653 3.84521
H -6.60708 4.06468 2.76232
H -5.48638 3.03433 3.67145

## Properties
Charge   -1
HOMO energy   -4.09 eV
M   544.57 g/mol
Orbital gap   0.2292 Eh
Energy above the lowest of the compared OMol25 structures with the same formula, charge and spin   0.373 eV

Record 5
Here is 5 unconnected molecules or ions with the total composition C16H43BIO6S from OMol25. Energies are from ωB97M-V/def2-TZVPD.

Cartesian coordinates (Å):
O -1.82003 -0.07738 5.08891
B -2.56508 1.13847 4.65454
O -2.02409 2.51667 4.82426
S -4.25626 0.80205 3.83567
I -5.90130 1.16591 5.57478
H -1.77118 -0.65213 4.24563
H -2.73075 3.20900 4.57739
H -4.35307 1.71777 2.77601
C -0.97641 1.59781 -1.39839
C -2.04095 2.40047 -0.66754
O -1.91782 2.34683 0.75174
C -0.69884 2.84148 1.30179
C -0.43777 4.30228 0.97660
H -1.00367 0.54802 -1.08206
H -1.13882 1.64470 -2.48023
H 0.02826 1.97357 -1.19589
H -3.02316 1.98473 -0.91294
H -2.05332 3.44020 -1.00689
H 0.13948 2.21043 0.98835
H -0.77854 2.73090 2.38918
H -0.34231 4.47192 -0.09826
H 0.48784 4.63896 1.45383
H -1.26354 4.92712 1.33418
C 0.69834 -3.56747 -0.75436
C -0.05583 -2.86211 -1.87031
O 0.68253 -1.80161 -2.47246
C 1.91882 -2.15852 -3.08673
C 1.76585 -3.16900 -4.21073
H 0.98617 -2.85185 0.02534
H 0.07394 -4.34669 -0.30505
H 1.61287 -4.04102 -1.11622
H -0.96266 -2.41454 -1.45179
H -0.38709 -3.57271 -2.63298
H 2.62717 -2.51239 -2.33026
H 2.34216 -1.23501 -3.49776
H 1.35215 -4.11596 -3.85671
H 2.73708 -3.37707 -4.67035
H 1.08892 -2.78418 -4.98137
C 1.54995 6.31409 4.63809
C 2.28299 7.35076 3.80165
O 1.56329 7.75425 2.63906
C 0.28767 8.35237 2.85855
C 0.34961 9.61818 3.69625
H 1.32620 5.42491 4.03628
H 2.16080 6.01487 5.49616
H 0.60175 6.69575 5.02126
H 3.22491 6.91654 3.45229
H 2.55104 8.22451 4.40252
H -0.40089 7.62175 3.29597
H -0.11487 8.60258 1.87044
H 0.73906 9.42724 4.69879
H -0.64854 10.05481 3.80061
H 1.00746 10.35671 3.22508
C 0.46138 -7.11288 -5.07160
C 1.37877 -7.43271 -3.90209
O 0.68041 -7.68320 -2.68474
C -0.23495 -8.77645 -2.69203
C 0.41926 -10.11054 -3.00833
H -0.16555 -6.24328 -4.84001
H 1.04932 -6.89499 -5.96926
H -0.20682 -7.94396 -5.30479
H 2.02739 -6.57026 -3.71967
H 2.04052 -8.27111 -4.13769
H -1.06348 -8.56967 -3.37761
H -0.67069 -8.82650 -1.68772
H 0.86702 -10.12119 -4.00463
H -0.31927 -10.91698 -2.96277
H 1.21713 -10.32526 -2.28896

## Properties
Charge   +1
HOMO energy   -10.95 eV
M   501.30 g/mol
Orbital gap   0.1532 Eh

Record 6
Here is a molecular structure, C16H43ClO6Si2Sr from OMol25. Energies are from ωB97M-V/def2-TZVPD.

Cartesian coordinates (Å):
O -1.74282 -3.13485 -1.10538
O -1.92642 -4.61401 0.98091
C -3.13370 -2.91861 -1.54607
C -3.18034 -2.22388 -2.88375
H -3.60602 -2.30835 -0.77062
H -3.65117 -3.89203 -1.55460
H -2.55709 -1.32938 -2.89023
H -4.21379 -1.91500 -3.07792
H -2.87099 -2.90273 -3.68197
C -0.99986 -4.14055 -1.87088
C -1.76832 -5.41580 -2.11171
H -0.08167 -4.31885 -1.29907
H -0.71317 -3.64711 -2.80874
H -2.02234 -5.90990 -1.16299
H -1.15068 -6.11348 -2.68827
H -2.68188 -5.23564 -2.69271
C -0.56608 -4.91862 1.63234
C -3.21074 -4.73566 1.76689
C -0.19538 -6.29507 1.17306
H -0.72936 -4.81688 2.71077
H 0.11771 -4.14464 1.26330
H -0.93335 -7.04431 1.48043
H 0.75485 -6.57910 1.63074
H -0.07454 -6.33310 0.08200
C -3.54205 -6.20082 1.84728
H -3.94649 -4.16541 1.19130
H -3.04744 -4.25894 2.74250
H -3.60402 -6.65931 0.84909
H -4.52084 -6.31156 2.32156
H -2.82119 -6.75735 2.45737
H -1.88277 -3.76924 0.38938
Sr 0.10766 -0.21104 0.07336
C -1.96304 -1.48450 1.17361
Si -2.49501 -0.54603 2.66091
H -2.55998 -1.36359 0.26818
H -1.73526 -2.53050 1.37109
C -4.35214 -0.65558 2.86150
C -1.97045 1.24557 2.57483
C -1.63103 -1.27600 4.15260
C 0.16094 -0.76525 -2.37566
Si 1.88196 -1.40755 -2.52021
H 0.01318 0.26629 -2.76599
H -0.58979 -1.40538 -2.84427
C 2.00028 -2.61286 -3.94276
C 2.42758 -2.24981 -0.91346
C 3.06933 -0.00203 -2.84198
H -1.32449 -2.31980 4.00082
H -2.31158 -1.22914 5.01316
H -0.73870 -0.67641 4.37579
H -4.87317 -0.20073 2.00729
H -4.62550 -0.10967 3.77148
H -4.69618 -1.69576 2.96039
H -1.89718 1.68290 1.56630
H -1.01104 1.37821 3.09748
H -2.74141 1.79882 3.13002
H 2.67663 -3.29654 -1.14067
H 1.69193 -2.29497 -0.08867
H 3.34576 -1.77439 -0.52947
H 4.08502 -0.40470 -2.94897
H 3.06516 0.74918 -2.03863
H 2.80130 0.50593 -3.77959
H 3.04866 -2.75738 -4.23657
H 1.45723 -2.21106 -4.81012
H 1.57468 -3.59451 -3.69759
O 0.27589 4.02808 -0.18854
Cl 0.22480 2.75168 -0.83321
O 0.23347 2.84799 -2.27478
O 1.37524 1.89309 -0.37557
O -1.01093 2.00296 -0.40910

## Properties
Charge   0
HOMO energy   -6.25 eV
M   510.76 g/mol
Orbital gap   0.2225 Eh

- Which of these has the highest M?
  C16H42Br2N11O23P